Density functional theory data (ωB97M-V/def2-TZVPD) for C3H2FLuO2 as an isolated structure at a distorted geometry.

Computed properties:
Net charge = +1
Orbital gap (alpha / beta) = 7.29 / 4.94 eV
Spin multiplicity = 2

Positions of all 9 atoms, in Å:
C1 -0.9801 0.4823 0.0963
O1 0.3165 -1.3147 -0.2719
C2 1.0792 -0.1907 -0.1121
C3 -0.9747 -0.8449 -0.0341
O2 2.1056 -0.3467 0.5560
Lu1 3.3289 1.3578 -0.4950
H1 -0.6546 1.1504 0.9064
H2 -1.7837 -1.4767 -0.3996
F1 -2.4371 1.1833 -0.2461



Density functional theory data (ωB97M-V/def2-TZVPD) for a 2-piece molecular cluster, C3H2FNO3 overall at a distorted geometry.

Computed properties:
Net charge = -2
Orbital gap = 5.04 eV

Positions of all 10 atoms, in Å:
C1 0.3580 1.1207 0.1153
C2 2.5757 -0.1134 0.4461
C3 -2.1316 -0.6953 -0.2457
N1 1.0907 0.2647 0.5181
O1 2.8231 -1.1060 -0.2468
O2 -0.3121 2.0379 -0.1197
O3 3.3621 0.5289 1.1762
F1 -3.6189 -0.9669 0.1941
H1 -2.0858 -1.4372 -1.0041
H2 -2.0612 0.3667 -0.8335



One value per record, in order, for ΔE to the lowest compared entry with this formula, charge and spin: 119.16; 22.72 kcal/mol.
One value per record, in order, for electronic energy: -1600.863828; -495.763778 a.u..